Molecular formula: C4H3ClN2O3
Method: DFT, ωB97M-V with the def2-TZVPD basis set

The orbital gap (spin up / spin down) comes out at 8.24 / 8.25 eV. The value obtained for the LUMO energy (spin up / spin down) is -1.075 / -1.074 eV. The calculation puts the energy above the lowest of the compared OMol25 structures with the same formula, charge and spin at 71.6 kcal per mole.

ORCA input file:
```
! wB97M-V def2-TZVPD RIJCOSX def2/J DEFGRID3
* xyz 0 1
C 0.269 0.520 -0.149
C -0.295 -0.666 0.345
C 1.097 1.002 1.501
C -1.012 -1.601 -0.552
N 0.058 -1.015 1.558
N 0.212 1.392 -1.208
O -0.326 0.961 -2.220
O 0.639 2.551 -1.077
O 0.969 -0.150 2.065
Cl 1.761 2.398 1.859
H -0.911 -1.189 -1.572
H -0.510 -2.509 -0.403
H -1.950 -1.696 -0.147
*
```

Molecular formula: C17H21BCoN9O2
Method: DFT, ωB97M-V with the def2-TZVPD basis set

The orbital gap (spin up / spin down) comes out at 5.41 / 5.34 eV. The value obtained for the LUMO energy (spin up / spin down) is -8.664 / -8.728 eV. The calculation puts the energy above the lowest of the compared OMol25 structures with the same formula, charge and spin at 24.7 kcal per mole.

ORCA input file:
```
! wB97M-V def2-TZVPD RIJCOSX def2/J DEFGRID3
* xyz 2 1
Co -0.714 0.695 -0.380
C 1.841 -2.641 -1.243
C 1.632 -1.266 -1.248
N 0.492 -0.988 -0.624
N -0.053 -2.149 -0.221
C 0.743 -3.165 -0.591
B -1.434 -2.161 0.464
N -2.411 -1.504 -0.541
C -3.518 -1.967 -1.128
C -4.062 -0.957 -1.902
C -3.208 0.125 -1.741
N -2.215 -0.226 -0.914
N -1.363 -1.162 1.648
C -1.565 -1.250 2.968
C -1.370 -0.007 3.540
C -1.048 0.825 2.478
N -1.053 0.115 1.347
N -1.846 -3.576 0.767
C -2.046 -4.313 1.883
C -2.308 -5.613 1.505
C -2.255 -5.592 0.099
N -2.013 -4.375 -0.307
H 2.680 -3.163 -1.652
H 2.247 -0.487 -1.654
H 0.478 -4.183 -0.391
H -3.848 -2.976 -0.995
H -4.959 -0.991 -2.483
H -3.281 1.105 -2.176
H -1.845 -2.156 3.460
H -1.474 0.257 4.573
H -0.828 1.877 2.487
H -1.987 -3.920 2.874
H -2.548 -6.448 2.131
H -2.412 -6.394 -0.594
O 1.239 2.821 -2.857
C 1.231 2.661 -1.670
O 0.327 2.053 -0.976
C 2.369 3.268 -0.772
N 1.943 4.566 -0.170
C 3.182 5.116 0.451
C 4.318 4.617 -0.459
C 3.626 3.725 -1.502
H 2.599 2.563 0.035
H 1.159 4.486 0.483
H 1.663 5.181 -0.947
H 3.267 4.715 1.461
H 3.124 6.199 0.515
H 5.031 4.033 0.118
H 4.863 5.435 -0.927
H 4.259 2.906 -1.831
H 3.348 4.292 -2.393
*
```

Molecular formula: CH4N2OS
Method: DFT, ωB97M-V with the def2-TZVPD basis set

The orbital gap comes out at 9.44 eV. As for the SMILES: [H]/N=C/SON. The value obtained for the LUMO energy is 0.153 eV. The calculation puts the energy above the lowest of the compared OMol25 structures with the same formula, charge and spin at 94.5 kcal per mole.

ORCA input file:
```
! wB97M-V def2-TZVPD RIJCOSX def2/J DEFGRID3
* xyz 0 1
C -0.353 1.226 -0.630
N -0.673 2.077 -1.482
N 0.725 -1.950 1.003
O 0.844 -1.110 -0.021
S -0.602 -0.545 -0.962
H 0.163 1.273 0.309
H -0.566 3.111 -1.046
H 0.496 -1.454 1.911
H -0.034 -2.628 0.917
*
```

Molecular formula: C18H27N3O10
Method: DFT, ωB97M-V with the def2-TZVPD basis set

The orbital gap comes out at 8.93 eV. As for the SMILES: O=[N+]([O-])c1ccc(O[C@@H]2O[C@@H](CO)[C@H](O)[C@H]2O)cc1.CNC(=O)[C@@H](NC(C)=O)[C@@H](C)O. The value obtained for the LUMO energy is -0.598 eV.

ORCA input file:
```
! wB97M-V def2-TZVPD RIJCOSX def2/J DEFGRID3
* xyz 0 1
O 6.576 -1.886 -0.777
O 4.115 -1.905 -4.716
O -3.411 9.439 2.241
O -3.647 8.888 0.145
O -0.745 0.102 1.125
O -4.531 3.277 2.833
O -2.684 2.194 1.873
O -3.375 0.953 5.053
O -4.100 -1.025 2.622
O 2.087 -2.609 -2.270
C 6.053 -2.807 -1.382
C 4.014 -3.089 -4.416
C -4.665 5.022 1.233
C -3.650 5.462 3.370
C -4.442 6.347 0.847
C -3.433 6.792 2.997
C -4.266 4.571 2.487
C -3.828 7.262 1.727
N 3.735 -3.973 -5.380
N 5.032 -2.587 -2.208
N -3.619 8.608 1.349
C 6.585 -4.214 -1.191
C 3.629 -5.429 -5.271
C -2.027 0.272 0.500
C -3.366 2.488 3.097
C -3.062 0.879 1.456
C -3.816 1.148 3.696
C -3.224 0.105 2.760
C 2.932 -4.299 -0.857
C 4.220 -3.561 -2.965
C 2.848 -3.790 -2.296
H -0.046 -0.019 0.459
H -3.793 1.600 5.648
H -4.172 -1.491 3.474
H 1.258 -2.796 -1.825
H -5.145 4.325 0.555
H -3.353 5.125 4.357
H -4.763 6.661 -0.143
H -2.952 7.462 3.706
H 3.610 -3.558 -6.292
H 4.764 -1.618 -2.319
H 5.800 -4.856 -0.802
H 7.406 -4.181 -0.475
H 6.953 -4.592 -2.142
H 4.559 -5.849 -4.884
H 2.800 -5.707 -4.619
H 3.444 -5.855 -6.259
H -1.927 0.932 -0.368
H -2.390 -0.698 0.145
H -2.682 2.995 3.784
H -4.027 0.930 0.940
H -4.910 1.089 3.651
H -2.240 -0.208 3.131
H 3.468 -5.247 -0.835
H 1.928 -4.463 -0.466
H 3.443 -3.573 -0.225
H 4.738 -4.514 -3.005
H 2.295 -4.529 -2.874
*
```